<w>
Here is a 2-piece molecular cluster, C9H13NO2 overall from OMol25. Energies are from ωB97M-V/def2-TZVPD.

XYZ file:
```
25
C9H13NO2 (ωB97M-V/def2-TZVPD)
C -3.480 0.201 -1.930
C -2.434 0.233 -3.005
O -2.636 0.812 -4.058
N -1.339 -0.553 -2.822
H -0.698 -0.806 -3.554
H -1.070 -0.848 -1.900
H -3.182 0.231 -0.885
H -4.096 -0.703 -2.007
H -4.227 0.969 -2.132
C 3.907 -0.440 2.773
C 0.119 0.137 0.936
C 0.533 1.046 1.911
C 0.822 -1.019 0.654
C 1.753 0.799 2.523
C 2.008 -1.255 1.350
C 2.527 -0.321 2.229
O -1.033 0.342 0.208
H -1.374 1.233 0.336
H -0.086 1.880 2.210
H 0.397 -1.789 0.027
H 2.087 1.496 3.283
H 2.472 -2.230 1.249
H 4.723 -0.562 2.060
H 4.078 -1.284 3.460
H 4.180 0.411 3.404
```

Output
2S+1: 1
Kohn-Sham gap: 9.390 eV
SMILES: Cc1ccc(O)cc1.CC(N)=O
Molecular weight: 167.2 g mol⁻¹


<x>
Here is a 2-piece molecular cluster, C9H13NO2 overall from OMol25. Energies are from ωB97M-V/def2-TZVPD.

XYZ file:
```
25
C9H13NO2 (ωB97M-V/def2-TZVPD)
C -1.923 -1.628 -1.532
C -1.614 -0.339 -2.248
O -1.062 -0.188 -3.305
N -2.120 0.773 -1.575
H -2.564 -2.158 -2.245
H -2.448 -1.598 -0.581
H -2.176 1.703 -1.985
H -2.911 0.667 -0.956
H -1.041 -2.244 -1.365
C 1.475 -1.220 2.862
C 1.395 0.313 -0.571
C 1.577 -0.655 0.418
C 0.737 1.515 -0.349
C 1.204 -0.291 1.708
C 0.566 1.887 0.975
C 0.749 0.999 2.033
O 0.466 2.348 -1.389
H 1.695 0.089 -1.595
H 2.004 -1.610 0.162
H 0.661 1.882 -2.232
H 0.275 2.915 1.178
H 1.353 -0.742 3.835
H 2.418 -1.758 2.946
H 0.559 1.362 3.028
H 0.723 -2.022 2.782
```

Output
2S+1: 1
Kohn-Sham gap: 9.062 eV
SMILES: Cc1ccc(O)cc1.CC(N)=O
Molecular weight: 167.2 g mol⁻¹


Bottom line: <w>, by a margin of 0.163 eV.